[1]
Density functional theory data (the ωB97M-V functional and the def2-TZVPD basis) for a molecular structure, C50H26BrF4N8PRh.

LUMO level (spin up / spin down) in eV: -5.3 / -5.3
Charge: +1
Energy relative to the best compared isomer or geometry (same formula, charge and spin) in kJ/mol: 47.72
HOMO energy (spin up / spin down) in eV: -9.0 / -9.0

Structure (XYZ):
```
91
Properties=species:S:1:pos:R:3:forces:R:3
Rh -1.083 0.412 -0.573 2.09 0.00 1.13
C -1.289 6.949 -0.062 -0.16 -0.17 0.37
C -0.822 6.919 -1.370 0.12 -0.27 -0.33
C -0.592 5.718 -2.030 -0.06 0.14 0.08
C -0.856 4.549 -1.339 -0.14 0.16 0.68
C -0.742 3.152 -1.697 -0.08 -0.58 0.59
N -0.383 2.725 -2.878 0.21 -0.12 -0.85
C -0.312 1.466 -3.254 -0.13 0.61 0.74
C -0.059 1.039 -4.605 0.10 -0.85 -0.38
C 0.115 1.733 -5.794 0.04 -0.08 0.07
C 0.297 0.990 -6.951 -0.03 0.27 0.20
C 0.291 -0.402 -6.927 0.01 -0.30 0.16
C 0.117 -1.105 -5.743 0.03 0.00 -0.03
C -0.055 -0.373 -4.580 0.12 0.82 -0.26
C -0.317 -0.753 -3.213 -0.02 -0.06 0.80
N -0.425 -2.003 -2.799 0.02 -0.21 -0.41
C -0.870 -2.375 -1.628 0.05 0.33 -0.15
N -1.284 -1.549 -0.614 -0.33 -0.83 0.31
C -1.830 -2.311 0.385 0.23 0.39 -0.54
N -2.365 -1.882 1.498 -0.42 0.26 0.72
C -2.439 -0.623 1.876 0.21 -0.85 -0.61
N -1.982 0.461 1.178 -0.51 0.53 0.76
C -2.242 1.587 1.911 0.44 -0.14 -0.74
N -2.001 2.828 1.543 -0.12 0.39 0.45
C -1.517 3.201 0.389 -0.15 -0.42 0.06
N -1.127 2.376 -0.633 -0.04 0.97 -0.54
C -1.345 4.581 -0.019 0.27 0.06 -0.54
C -1.563 5.779 0.636 -0.02 0.19 -0.01
C -2.870 1.214 3.153 -0.16 -0.74 0.35
C -3.301 1.957 4.242 -0.01 -0.12 -0.01
C -3.863 1.266 5.305 0.10 0.26 -0.14
C -3.996 -0.120 5.279 0.06 -0.27 -0.10
C -3.568 -0.869 4.194 0.00 0.02 0.00
C -3.003 -0.190 3.127 -0.15 0.89 0.33
C -1.720 -3.709 0.025 0.30 -0.15 -0.59
C -2.065 -4.871 0.692 -0.02 -0.13 -0.07
C -1.799 -6.078 0.059 -0.17 0.26 0.33
C -1.216 -6.119 -1.202 0.18 0.11 -0.34
C -0.852 -4.957 -1.872 -0.06 -0.17 0.11
C -1.104 -3.752 -1.241 -0.30 -0.04 0.61
N -0.468 0.369 -2.445 -0.19 -0.32 -1.04
H -1.448 7.901 0.419 -0.02 0.09 0.05
H -0.640 7.847 -1.887 0.06 0.13 -0.05
H -0.223 5.693 -3.041 0.05 0.00 -0.16
H 0.099 2.811 -5.804 0.02 0.12 -0.04
H 0.442 1.503 -7.888 -0.01 0.05 -0.14
H 0.418 -0.945 -7.852 0.03 -0.03 -0.05
H 0.109 -2.184 -5.717 -0.01 -0.09 -0.04
H -1.938 5.796 1.649 -0.01 0.02 0.06
H -3.191 3.028 4.252 -0.01 0.16 0.03
H -4.200 1.810 6.172 -0.06 0.08 0.10
H -4.437 -0.621 6.128 -0.05 -0.05 0.08
H -3.660 -1.944 4.177 -0.04 -0.13 -0.01
H -2.529 -4.833 1.665 -0.07 0.01 0.12
H -2.058 -6.999 0.557 -0.03 -0.12 0.01
H -1.049 -7.077 -1.670 0.06 -0.07 -0.04
H -0.392 -4.986 -2.846 0.06 -0.01 -0.16
F 6.169 2.225 3.127 -0.25 -0.13 -0.09
C 5.059 1.736 2.592 -0.14 -0.06 -0.07
C 4.801 0.367 2.625 -0.08 0.10 -0.07
F 5.660 -0.466 3.202 -0.14 0.18 -0.11
C 3.640 -0.129 2.043 -0.05 -0.13 -0.01
F 3.438 -1.448 2.085 0.30 0.12 0.12
C 2.708 0.700 1.424 -0.53 0.87 -0.19
P 1.214 -0.068 0.609 -0.27 -1.32 -0.26
C 2.147 -0.979 -0.671 -0.44 0.19 -0.19
C 2.635 -2.278 -0.570 -0.03 0.04 0.10
C 3.324 -2.836 -1.633 -0.02 -0.06 -0.01
C 3.518 -2.123 -2.803 -0.03 0.02 0.07
C 3.057 -0.820 -2.898 0.15 0.07 -0.09
C 2.387 -0.246 -1.836 -0.01 0.02 0.20
C 0.739 -1.110 2.025 -0.34 0.19 -0.18
C 0.516 -0.410 3.213 0.11 0.05 -0.14
C 0.113 -1.077 4.352 0.01 0.06 0.07
C -0.083 -2.449 4.317 -0.01 -0.01 -0.11
C 0.103 -3.142 3.133 0.07 -0.05 0.09
C 0.503 -2.478 1.985 0.23 0.10 -0.10
C 2.976 2.064 1.416 0.14 0.14 0.05
Br 1.764 3.266 0.633 0.15 0.10 -0.01
C 4.133 2.581 1.989 -0.16 -0.07 -0.08
F 4.353 3.892 1.962 0.15 -0.18 0.09
H 2.520 -2.846 0.337 -0.04 -0.06 0.04
H 3.712 -3.838 -1.536 0.02 -0.11 -0.02
H 4.041 -2.578 -3.631 0.05 -0.02 -0.09
H 3.223 -0.246 -3.798 0.01 0.05 -0.07
H 2.049 0.782 -1.901 -0.02 0.01 -0.08
H 0.665 0.663 3.237 0.00 0.08 0.10
H -0.052 -0.526 5.266 -0.02 0.05 0.07
H -0.390 -2.973 5.208 -0.04 -0.06 0.10
H -0.069 -4.206 3.093 -0.01 -0.13 0.00
H 0.629 -3.035 1.069 0.00 -0.05 -0.04
```
Positions in Å, forces in eV/Å.

---

[2]
Density functional theory data (the ωB97M-V functional and the def2-TZVPD basis) for 4 unconnected molecules or ions with the total composition C21H36N2O12.

LUMO level in eV: -1.8
Charge: 0
Structure (SMILES): CC(=O)N(C(C)=O)C1=C(OC#N)C(=O)OC1=O.COCCOC.COCCOC.COCCOC
HOMO energy in eV: -9.0

Structure (XYZ):
```
71
Properties=species:S:1:pos:R:3:forces:R:3
C 0.675 -3.072 -3.122 0.19 0.16 -0.36
C 0.653 -1.685 -2.549 0.13 -0.04 0.30
O 1.247 -1.367 -1.562 -0.17 -0.04 -0.24
N -0.120 -0.722 -3.356 0.14 0.15 0.69
C 0.715 0.308 -4.028 -0.02 0.05 -0.34
C 1.745 1.030 -3.206 -0.33 -0.11 0.23
O 0.519 0.519 -5.182 -0.13 0.06 -0.03
C -1.272 -0.178 -2.777 -0.21 -0.12 -0.61
C -2.385 0.107 -3.456 0.46 -0.06 -0.25
O -2.596 -0.074 -4.811 -0.22 -0.22 0.23
C -3.090 -1.251 -5.098 0.06 0.12 0.02
N -3.522 -2.286 -5.354 0.05 0.08 -0.03
C -3.412 0.688 -2.572 -0.03 0.15 -0.13
O -4.535 0.973 -2.817 0.03 0.06 0.12
O -2.821 0.827 -1.341 -0.11 -0.18 0.21
C -1.553 0.248 -1.353 -0.23 0.00 0.04
O -0.921 0.143 -0.362 0.22 0.05 -0.04
H 0.187 -3.117 -4.090 -0.16 -0.05 0.07
H 0.224 -3.768 -2.419 -0.04 -0.05 0.05
H 1.723 -3.344 -3.255 0.01 -0.12 0.13
H 2.725 0.624 -3.448 0.09 0.09 0.04
H 1.697 2.081 -3.475 0.17 0.03 -0.16
H 1.558 0.913 -2.143 0.13 -0.04 0.06
C 2.191 -0.010 1.314 0.06 0.06 0.05
O 3.557 -0.169 0.963 -0.05 -0.05 0.05
C 4.452 0.504 1.829 0.00 -0.01 -0.15
C 5.078 -0.435 2.837 0.01 0.04 0.18
O 4.117 -0.969 3.734 -0.04 0.00 -0.14
C 3.705 -2.285 3.405 0.00 0.01 0.05
H 1.618 -0.735 0.749 -0.01 -0.03 -0.09
H 2.028 -0.176 2.382 0.02 0.03 0.01
H 1.842 0.995 1.050 -0.02 0.01 0.05
H 3.943 1.323 2.347 -0.01 0.00 0.03
H 5.247 0.937 1.213 0.00 0.01 0.02
H 5.809 0.122 3.433 0.01 -0.01 -0.02
H 5.609 -1.240 2.320 0.00 -0.01 -0.03
H 4.484 -3.010 3.665 0.00 -0.01 -0.04
H 3.464 -2.377 2.344 0.00 0.00 -0.01
H 2.814 -2.503 3.991 0.02 0.01 0.03
C -6.591 1.091 -8.016 0.00 -0.04 0.01
O -6.976 0.423 -6.831 -0.03 0.10 -0.01
C -6.251 0.837 -5.683 -0.05 -0.19 -0.03
C -7.033 1.818 -4.838 0.06 0.18 0.02
O -7.262 3.040 -5.525 -0.03 -0.06 -0.07
C -8.559 3.143 -6.082 0.03 0.02 0.02
H -7.343 0.874 -8.773 0.00 -0.04 0.00
H -6.535 2.172 -7.871 0.01 0.01 0.00
H -5.620 0.724 -8.370 0.02 0.04 0.00
H -5.292 1.276 -5.978 0.01 0.04 0.02
H -6.044 -0.059 -5.090 0.01 0.02 0.03
H -6.454 2.050 -3.944 -0.01 -0.02 0.02
H -7.981 1.371 -4.524 -0.02 -0.03 -0.03
H -9.303 3.328 -5.300 -0.03 -0.04 -0.01
H -8.834 2.241 -6.634 -0.01 -0.01 0.00
H -8.554 3.989 -6.768 0.01 0.02 0.02
C 3.826 1.008 9.754 -0.03 0.01 -0.01
O 3.060 0.528 8.665 0.07 -0.06 0.01
C 3.749 0.569 7.424 -0.18 0.04 0.01
C 4.309 -0.779 7.032 0.19 -0.04 0.10
O 5.315 -1.219 7.937 -0.08 0.04 0.04
C 4.851 -2.156 8.888 0.03 0.00 -0.02
H 3.305 0.727 10.668 -0.03 0.02 -0.01
H 4.827 0.570 9.767 0.01 0.01 0.00
H 3.910 2.100 9.718 0.04 0.00 0.00
H 4.553 1.311 7.460 0.02 0.00 0.01
H 3.031 0.884 6.662 0.02 0.00 -0.02
H 4.763 -0.697 6.045 -0.01 -0.01 -0.07
H 3.503 -1.517 6.970 -0.02 0.00 0.01
H 4.698 -3.137 8.424 -0.04 0.00 0.02
H 3.917 -1.831 9.354 -0.01 -0.01 0.00
H 5.616 -2.250 9.658 0.02 -0.01 -0.03
```
Positions in Å, forces in eV/Å.

---

[3]
Density functional theory data (the ωB97M-V functional and the def2-TZVPD basis) for a molecular structure, C13H23N2O6OsP2.

LUMO level in eV: -3.8
Charge: +1
Energy relative to the best compared isomer or geometry (same formula, charge and spin) in kJ/mol: 28.48
HOMO energy in eV: -12.5

Structure (XYZ):
```
47
Properties=species:S:1:pos:R:3:forces:R:3
Os -0.600 0.575 -0.245 0.44 -0.30 0.73
C -2.632 0.971 0.622 -0.35 -0.38 -0.41
C -1.667 1.745 1.329 0.65 0.25 -0.29
C -0.736 0.836 1.924 0.06 0.35 0.07
C -1.213 -0.490 1.688 0.01 -0.34 0.10
C -2.300 -0.415 0.783 -0.19 0.03 -0.12
C -3.072 -1.560 0.227 0.01 -0.02 -0.04
C -0.699 -1.730 2.333 -0.07 0.10 0.05
C 0.430 1.208 2.774 0.05 -0.04 -0.05
C -1.642 3.226 1.453 -0.02 0.02 0.04
C -3.886 1.447 -0.025 0.03 0.06 -0.02
H -3.926 -1.782 0.871 0.00 -0.01 0.00
H -2.452 -2.451 0.152 -0.02 0.00 0.01
H -3.449 -1.324 -0.766 -0.01 0.00 0.00
H -0.677 -1.543 3.410 -0.04 -0.07 0.01
H 0.313 -1.992 2.039 0.05 0.05 -0.02
H -1.359 -2.572 2.142 0.02 -0.01 0.00
H 0.985 2.031 2.326 -0.02 0.01 0.02
H 1.105 0.361 2.883 0.01 0.02 0.02
H 0.090 1.523 3.762 0.00 -0.02 0.01
H -2.206 3.515 2.344 0.00 0.02 -0.03
H -2.090 3.698 0.581 0.00 0.02 0.02
H -0.625 3.596 1.564 0.00 -0.01 0.00
H -4.699 1.308 0.693 -0.01 0.01 -0.03
H -4.114 0.874 -0.921 0.00 -0.01 0.00
H -3.829 2.494 -0.306 0.01 0.00 0.02
N 2.859 -1.871 -2.858 0.01 -0.06 0.02
C 2.735 -1.076 -1.577 -0.07 0.04 -0.01
C 4.118 -0.896 -0.962 0.04 -0.05 -0.01
P 1.590 -1.902 -0.400 0.25 -0.04 -0.31
O 0.489 -2.488 -1.431 -0.05 -0.08 -0.02
O 2.208 -2.961 0.401 0.05 -0.03 0.00
O 1.001 -0.686 0.299 -0.56 0.38 0.31
P 2.033 0.548 -2.162 -0.06 -0.07 -0.15
O 2.630 1.655 -1.198 0.00 0.00 0.02
O 2.460 0.637 -3.570 0.05 0.03 -0.05
O 0.518 0.518 -1.883 -0.05 0.16 0.02
H 3.562 -2.607 -2.783 0.02 0.01 -0.02
H 3.082 -1.188 -3.606 0.03 0.05 -0.03
H 1.956 -2.294 -3.093 0.00 -0.03 0.03
H 4.545 -1.866 -0.702 0.00 0.00 0.00
H 4.036 -0.316 -0.045 0.00 0.00 0.00
H 4.787 -0.366 -1.644 0.00 -0.01 0.01
H 0.350 -3.431 -1.261 -0.03 0.00 0.00
H 3.267 2.231 -1.644 0.00 0.01 0.00
N -1.859 2.809 -2.106 0.08 0.03 0.08
C -1.417 2.003 -1.409 -0.31 -0.07 0.03
```
Positions in Å, forces in eV/Å.

---

[4]
Density functional theory data (the ωB97M-V functional and the def2-TZVPD basis) for a single C20H22BrN3O3S molecule.

LUMO level in eV: 0.1
Charge: 0
Structure (SMILES): C#CCOCCOc1ccc(OC)cc1CCNC(=S)Nc1ccc(Br)cn1
Energy relative to the best compared isomer or geometry (same formula, charge and spin) in kJ/mol: 594.35
HOMO energy in eV: -7.9

Structure (XYZ):
```
50
Properties=species:S:1:pos:R:3:forces:R:3
S 1.655 -0.977 -2.884 0.28 1.62 0.69
Br 2.238 7.512 -3.372 0.09 0.41 -0.28
C 5.268 -1.117 3.875 1.29 0.72 0.45
C 4.400 -1.829 3.492 1.15 -0.12 -0.35
N 1.210 3.623 -2.918 1.48 0.03 -0.33
O -5.534 -1.993 -0.126 -3.72 -0.09 1.45
O -0.483 -1.112 1.974 0.41 -0.60 0.88
O 2.311 -2.559 3.689 -1.35 -1.37 0.91
C 1.437 0.696 -2.473 -0.84 -0.96 -1.65
C 1.222 4.960 -3.046 0.47 -0.33 1.15
C 2.314 2.997 -3.409 -1.89 -1.69 1.67
C 3.329 3.629 -4.125 -1.91 1.73 0.32
C 3.288 5.007 -4.310 -0.62 -0.83 0.62
C -3.856 -2.688 1.467 1.69 2.44 -2.12
C -2.536 -2.485 1.890 0.68 0.55 0.42
C -3.433 -0.940 -0.173 1.28 1.69 0.30
C 2.230 5.650 -3.642 1.45 0.57 -1.04
C -4.316 -1.885 0.402 2.40 0.36 0.84
C -1.731 -1.402 1.506 -1.18 0.67 -1.89
C -2.187 -0.554 0.422 -0.71 -1.31 1.23
N 2.406 1.582 -3.108 -1.79 1.29 1.03
N 0.277 1.095 -1.834 2.64 1.07 -0.56
C -6.625 -2.099 0.924 -0.22 -0.53 0.34
C 3.534 -2.911 3.143 0.99 0.32 0.57
C 0.173 -2.022 2.893 -1.64 -0.65 -0.41
C 1.601 -1.639 2.925 -0.48 -0.74 -0.06
C -1.306 0.617 -0.107 -0.40 -0.38 3.61
C -0.755 0.139 -1.336 0.49 0.15 -4.04
H 6.155 -0.649 4.229 -0.21 0.38 -0.01
H 0.613 5.617 -2.429 -0.93 -0.74 -0.24
H 3.968 3.058 -4.677 2.05 -1.50 -1.07
H 4.057 5.485 -4.920 -0.38 0.13 0.38
H -4.444 -3.479 1.769 -0.97 -1.55 0.92
H -2.046 -3.177 2.547 -0.28 -0.35 0.52
H -3.671 -0.346 -1.085 -0.48 -0.65 0.86
H 3.254 1.108 -3.384 -0.36 -0.17 -0.05
H 0.187 2.132 -1.631 0.02 -1.81 -0.50
H -7.660 -1.980 0.533 1.17 0.60 -0.54
H -6.530 -1.501 1.880 0.57 0.17 -1.57
H -6.724 -3.099 1.354 0.72 -0.41 -0.44
H 4.051 -3.803 3.557 -1.19 0.14 0.12
H 3.513 -3.024 2.084 -0.32 -0.27 -1.09
H -0.336 -2.045 3.899 0.55 0.18 -0.93
H 0.188 -3.027 2.473 -0.58 -0.27 0.02
H 1.632 -0.656 3.214 0.68 2.55 1.70
H 1.983 -1.567 1.951 0.43 -0.43 -1.80
H -1.886 1.559 -0.182 0.23 -0.55 -0.16
H -0.409 0.825 0.545 -1.31 -0.32 0.03
H -0.452 -0.930 -1.408 0.43 1.09 0.55
H -1.573 0.203 -2.061 0.10 -0.23 -0.44
```
Positions in Å, forces in eV/Å.